14
Properties=species:S:1:pos:R:3:forces:R:3:mulliken_charge:R:1 method="wB97M-V/def2-TZVPD" e_tot_ev=-7357.2767 e_lumo_ev=0.9 smiles="CC1=CC1.C=O" gap_ev=9.57
C 0.286335 -1.825523 1.147714 3.3124 1.0302 -2.1732 -1.115
C 0.196481 -0.859614 -0.037258 1.8230 -0.3422 -0.5123 0.420
C 0.758701 -0.229876 -1.048243 -0.3722 -1.4183 1.0993 -0.198
C -0.725919 -0.212214 -1.000117 -0.1979 1.2069 -0.3689 -0.665
H -0.322192 -2.620074 0.893442 -1.7689 -1.5764 0.2916 0.334
H 0.124669 -1.263722 1.997983 -1.3534 0.7632 2.0250 0.303
H 1.310049 -2.271133 1.386236 -0.9444 0.7342 -1.0542 0.244
H 1.491110 -0.196665 -1.841572 0.2444 0.3779 0.6016 0.385
H -1.039214 -0.750124 -1.854215 -1.5695 -0.8800 -0.5039 0.239
H -1.325787 0.734220 -0.851199 0.6647 -0.7167 0.2309 0.090
C -0.141243 2.362116 0.358609 -1.0998 0.4868 -1.3258 -0.215
O 0.928531 1.845843 0.187772 0.0566 0.3384 1.6960 -0.397
H -0.984687 2.317930 1.085414 1.2149 -0.9285 1.1088 0.287
H -0.556834 2.968837 -0.424566 -0.0100 0.9246 -1.1149 0.287



14
Properties=species:S:1:pos:R:3:forces:R:3:mulliken_charge:R:1 method="wB97M-V/def2-TZVPD" e_tot_ev=-7356.7082 e_lumo_ev=0.7 gap_ev=9.86
C -1.123026 -1.292471 -1.153946 -0.0521 -0.0692 -0.0689 -1.116
C -0.918503 -0.625871 0.176770 0.1800 -0.3782 0.1109 1.053
C -0.131410 -0.814264 1.235886 -0.3738 0.1302 -0.3474 -1.449
C -0.141412 0.646572 0.924166 0.2563 0.2837 0.2088 0.024
C 1.180829 1.223956 0.450500 -0.1679 0.2585 0.0399 -0.546
O 1.997875 0.243603 -0.121765 0.0793 -0.1442 0.1165 -0.511
H -0.376146 -0.939494 -1.872797 -0.0940 -0.0383 0.0925 0.322
H -0.973077 -2.365555 -1.008154 -0.0159 0.1445 -0.0063 0.314
H -2.120685 -1.121095 -1.568121 0.1368 -0.0128 0.0797 0.336
H -1.170595 0.575000 -0.027175 -0.0332 0.0447 0.0290 0.100
H -0.791118 1.320598 1.486593 0.0614 -0.1023 -0.1186 0.531
H 1.037621 2.016164 -0.290731 0.0027 -0.0820 0.0890 0.305
H 1.639028 1.685813 1.341876 -0.0375 -0.0767 -0.0961 0.272
H 1.890618 -0.552957 0.426898 0.0579 0.0421 -0.1290 0.365



14
Properties=species:S:1:pos:R:3:forces:R:3:mulliken_charge:R:1 method="wB97M-V/def2-TZVPD" e_tot_ev=-7358.6165 e_lumo_ev=0.8 smiles="C=C1CC1.C=O" gap_ev=10.20
C 0.625276 -1.005799 -0.885586 -0.5293 -0.1090 -0.2576 -0.579
C -0.324913 -0.243932 -0.381153 -0.3609 -0.4753 -0.5993 0.164
C -1.237377 0.869550 -0.613333 -0.1061 0.1617 -0.2283 -0.522
C -1.535893 -0.217087 0.431996 -0.1968 -0.1895 0.1063 -0.468
H 0.891081 -1.958961 -0.435047 -0.1220 0.1412 -0.0639 0.289
H 1.264419 -0.658929 -1.692740 -0.1606 -0.0270 0.0939 0.269
H -1.750117 0.847382 -1.568857 -0.1728 0.1232 0.1378 0.226
H -1.044966 1.869819 -0.223865 0.1156 -0.2609 -0.0592 0.208
H -1.533949 0.100808 1.475547 0.1695 -0.0696 -0.2295 0.222
H -2.252624 -0.997619 0.199814 -0.1579 0.1862 0.0883 0.234
C 1.713220 0.338268 0.907674 0.8792 0.0817 0.3638 -0.065
O 2.676754 -0.167945 0.385065 0.2626 0.5982 0.8232 -0.480
H 1.113138 -0.157226 1.698699 0.2552 -0.0536 -0.0875 0.264
H 1.395951 1.381667 0.701791 0.1244 -0.1073 -0.0881 0.239



14
Properties=species:S:1:pos:R:3:forces:R:3:mulliken_charge:R:1 method="wB97M-V/def2-TZVPD" e_tot_ev=-7355.5123 e_lumo_ev="0.5 / 0.5" gap_ev="8.00 / 8.00"
C 1.443382 0.467982 -0.501576 -0.0457 0.0784 -0.2726 -0.482
C 1.150831 -0.574652 -1.434436 0.0116 -0.0409 -0.1420 -0.482
C 0.603140 -0.766237 0.046929 -0.2529 -0.2324 0.2973 -0.354
C -0.692214 -0.459710 0.318285 0.1264 -0.0127 -0.0698 0.206
C -1.941542 0.246406 0.240091 -0.1224 0.1683 -0.1938 -0.052
O -1.562241 -0.709707 1.293094 0.1306 -0.1330 0.0266 -0.417
H 0.805858 1.349946 -0.648829 0.0678 -0.0961 0.0516 0.172
H 1.075919 1.315213 1.599579 -0.0993 0.0547 0.1782 -0.056
H 1.877584 -1.380552 -1.553871 -0.1332 0.1094 -0.0088 0.235
H 0.438644 -0.507008 -2.263103 0.0267 0.0111 0.1662 0.290
H 1.075411 -1.513258 0.677704 -0.0413 0.1178 -0.0921 0.366
H 0.479422 1.370395 2.048102 0.0771 0.1039 0.1029 0.094
H -2.027274 1.269767 0.602270 0.1148 -0.1699 -0.1518 0.236
H -2.726922 -0.108586 -0.424238 0.1397 0.0413 0.1082 0.243



14
Properties=species:S:1:pos:R:3:forces:R:3:mulliken_charge:R:1 method="wB97M-V/def2-TZVPD" e_tot_ev=-7359.8486 e_lumo_ev=1.0 smiles=CC#CCOC gap_ev=10.58
C -0.769394 -2.473880 1.085547 -0.0001 -0.0474 0.0427 -1.308
C -0.595516 -1.319526 0.204303 0.0578 0.4077 -0.3672 0.670
C -0.453681 -0.372729 -0.528805 -0.0515 -0.3575 0.3178 0.008
C -0.244096 0.814778 -1.378875 -0.0410 -0.1571 -0.1799 -0.641
O -0.101527 2.008322 -0.645392 -0.0699 0.0549 -0.0138 -0.337
C 1.042368 2.007290 0.175634 0.2173 0.0425 0.1750 -0.659
H -1.293348 -2.186649 2.001857 0.0575 -0.0264 -0.1206 0.299
H -1.354898 -3.254127 0.591040 0.0597 0.1025 0.0492 0.292
H 0.197333 -2.902191 1.366063 -0.1131 0.0604 -0.0398 0.300
H -1.103495 0.966816 -2.040756 0.1363 -0.0766 0.1318 0.285
H 0.643690 0.651543 -2.013666 -0.1372 0.0031 0.1025 0.332
H 1.957968 1.857657 -0.419370 -0.1366 0.0288 0.0845 0.292
H 1.087478 2.984337 0.663413 0.0017 -0.1742 -0.0744 0.216
H 0.987119 1.218360 0.939007 0.0191 0.1394 -0.1078 0.253



14
Properties=species:S:1:pos:R:3:forces:R:3:mulliken_charge:R:1 method="wB97M-V/def2-TZVPD" e_tot_ev=-7361.1813 e_lumo_ev=1.0 smiles="CC1(C=O)CC1" gap_ev=10.81
C 1.394291 0.285690 0.644190 0.0536 -0.0112 0.0408 -1.361
C 0.051739 0.153448 -0.047403 0.1062 0.1643 0.0146 1.191
C -0.463538 1.374668 -0.721217 0.1252 0.1811 0.0034 -0.173
O 0.078855 2.453914 -0.709221 -0.2157 -0.3785 -0.0467 -0.511
C -0.370198 -1.156086 -0.685268 0.0115 -0.1080 -0.1648 -0.788
C -1.038536 -0.705509 0.563443 -0.1751 -0.0293 0.1128 -0.705
H 2.055857 -0.553591 0.409156 -0.1180 0.0921 0.0423 0.339
H 1.879462 1.208828 0.316233 -0.0488 -0.1338 0.0253 0.373
H 1.282318 0.339606 1.731464 0.0119 0.0114 -0.1347 0.303
H -1.430010 1.229161 -1.258306 0.0975 0.0322 0.0769 0.289
H -0.937325 -1.117017 -1.612591 0.0879 0.0141 0.1590 0.255
H 0.346577 -1.970438 -0.628901 -0.0937 0.1746 0.0046 0.259
H -0.782852 -1.186413 1.502251 -0.0282 0.0368 -0.1478 0.261
H -2.066646 -0.356259 0.496173 0.1856 -0.0458 0.0142 0.268



14
Properties=species:S:1:pos:R:3:forces:R:3:mulliken_charge:R:1 method="wB97M-V/def2-TZVPD" e_tot_ev=-7361.4048 e_lumo_ev=1.0 smiles="C=CCC(C)=O" gap_ev=10.36
C -0.554343 1.873465 1.153771 0.0508 -0.0395 -0.1280 -0.725
C -0.089388 1.353988 0.021905 -0.0038 0.0964 0.1819 -0.061
C -0.732718 0.167105 -0.661528 -0.1226 -0.0034 -0.0118 -0.755
C -0.238712 -1.111164 0.007318 -0.1011 -0.1508 0.1375 0.759
C 1.126547 -1.615616 -0.406807 0.0552 -0.0476 0.0512 -1.058
O -0.906539 -1.678957 0.842726 0.2402 0.1904 -0.3164 -0.549
H -1.449876 1.477561 1.628967 0.1191 0.0525 -0.0864 0.255
H -0.057175 2.702656 1.649107 -0.0509 -0.1152 -0.1062 0.263
H 0.818858 1.756174 -0.425991 -0.1303 -0.0486 0.0752 0.304
H -1.819277 0.201766 -0.544950 0.1488 -0.0062 0.0025 0.320
H -0.488117 0.158548 -1.730394 -0.0082 -0.0198 0.1697 0.327
H 1.555370 -2.225934 0.390343 -0.0653 0.0765 -0.1114 0.329
H 1.011649 -2.243869 -1.298766 -0.0145 0.1071 0.0945 0.279
H 1.803854 -0.794998 -0.664404 -0.1174 -0.0919 0.0477 0.311



14
Properties=species:S:1:pos:R:3:forces:R:3:mulliken_charge:R:1 method="wB97M-V/def2-TZVPD" e_tot_ev=-7358.2590 e_lumo_ev=1.2 smiles=C1CC1[C@H]1CO1 gap_ev=10.17
C -1.629429 -0.405181 0.117607 0.4049 0.1644 -0.0297 -0.648
C -1.329915 0.971408 -0.398570 -0.2555 0.5837 -0.0485 -0.546
C -0.351279 0.383984 0.539612 0.4828 1.5314 0.0019 0.054
C 1.087874 0.223480 -0.045242 -2.1471 -2.1561 -0.3755 -0.251
C 2.076319 -0.647920 0.601491 0.3430 -0.3479 0.4109 -0.318
O 0.948790 -1.236870 0.051038 1.2362 -1.8447 -1.0116 -0.364
H -1.634814 -1.250186 -0.573809 0.3803 0.3769 0.1416 0.223
H -2.434036 -0.490376 0.860954 0.6932 0.1030 -0.0570 0.222
H -1.861543 1.852665 -0.084415 -0.5270 0.0603 -0.2074 0.272
H -0.966687 0.972303 -1.426904 -0.1558 0.2661 0.2147 0.250
H -0.359518 0.591432 1.602469 -0.1589 0.5563 -0.0967 0.384
H 1.415181 0.582369 -1.045753 -0.8810 -0.0025 0.6465 0.254
H 2.891045 -1.015919 -0.014835 0.7711 0.8889 0.3278 0.236
H 2.229703 -0.646481 1.675525 -0.1862 -0.1798 0.0830 0.233



14
Properties=species:S:1:pos:R:3:forces:R:3:mulliken_charge:R:1 method="wB97M-V/def2-TZVPD" e_tot_ev=-7358.2235 e_lumo_ev=0.6 gap_ev=10.08
C -0.845338 -1.360602 0.804759 -0.0295 -0.0064 0.0512 -1.215
C 0.058276 -0.735064 -0.240250 0.1601 -0.1354 0.0625 0.162
C -0.792127 0.981720 -0.673606 -0.1459 0.0046 -0.0272 -0.329
O -0.010535 1.984104 -0.854852 0.0597 -0.1168 0.1227 -0.613
C 1.268470 -0.180291 0.098914 -0.0069 0.5022 -0.1284 -0.293
C 2.022958 0.827683 0.137779 0.0111 -0.5312 0.1348 -0.507
H -0.816985 -0.790772 1.739053 0.0044 -0.0789 -0.1568 0.355
H -0.542916 -2.390935 1.021483 -0.0530 0.1606 -0.0490 0.346
H -1.880210 -1.385109 0.444046 0.1618 0.0129 0.0470 0.334
H 0.061630 -1.259824 -1.198968 0.0107 0.1034 0.1415 0.355
H -1.279630 0.562639 -1.565614 0.0947 0.0589 0.1115 0.309
H -1.435553 0.987752 0.222853 0.1531 0.0047 -0.1223 0.301
H 1.152924 1.655000 -0.299093 -0.2707 0.0605 -0.1495 0.442
H 3.039034 1.103696 0.363497 -0.1495 -0.0391 -0.0380 0.353



14
Properties=species:S:1:pos:R:3:forces:R:3:mulliken_charge:R:1 method="wB97M-V/def2-TZVPD" e_tot_ev=-7357.9520 e_lumo_ev=0.8 smiles=O[C@H]1C[C@H]2C[C@H]21 gap_ev=8.85
O -0.805712 1.576156 -0.554798 0.1183 0.4807 0.1632 -0.582
C -0.727925 0.573770 0.431443 -0.5270 0.1013 0.4750 0.087
C -1.237020 -0.701289 -0.191365 0.0606 0.4499 -0.0845 -0.595
C 0.194803 -1.141473 -0.621361 2.0111 1.1867 2.1236 -0.543
C 1.567129 0.118235 -0.423123 -1.0182 -1.2761 -0.9425 -0.546
C 0.664271 0.019381 0.655932 -0.5858 -0.9656 -0.1152 -0.260
H -0.259072 2.317866 -0.274265 -0.0565 0.1029 -0.0335 0.335
H -1.222221 0.854532 1.359045 -0.1467 0.2821 0.0745 0.383
H -2.064014 -0.529009 -0.892216 0.4342 -0.2525 -0.3435 0.314
H -1.617861 -1.357859 0.615941 0.3315 0.1660 -0.4465 0.231
H 0.403012 -2.176771 -0.360837 0.7372 0.2891 -0.1703 0.253
H 1.475893 0.848572 -1.210897 -0.2052 0.1824 0.0726 0.261
H 2.626232 -0.118340 -0.176524 -1.0231 -0.7595 -0.6316 0.272
H 1.002491 -0.283769 1.643026 -0.1303 0.0127 -0.1412 0.391



14
Properties=species:S:1:pos:R:3:forces:R:3:mulliken_charge:R:1 method="wB97M-V/def2-TZVPD" e_tot_ev=-7359.9102 e_lumo_ev=1.1 gap_ev=10.34
C -0.666465 0.589128 1.455136 0.0389 -0.0018 0.0083 -1.249
C -0.918956 -0.104255 0.137473 -0.0550 -0.0184 0.0440 0.092
C -0.109553 0.126340 -1.121995 -0.0433 0.1548 -0.2180 -0.373
C 1.368217 0.219173 -0.779219 0.1459 0.3054 -0.0665 -0.421
O 1.316564 -1.001323 -0.009010 0.0615 -0.0671 0.0357 -0.408
C -0.042082 -1.189920 -0.396492 -0.2425 -0.3138 0.0333 -0.176
H 0.404449 0.728159 1.623710 -0.1431 -0.0175 0.0069 0.298
H -1.052579 -0.010908 2.286074 0.0329 0.0860 -0.1133 0.314
H -1.152795 1.570612 1.487989 0.0832 -0.1501 -0.0370 0.315
H -1.968860 -0.279919 -0.099034 0.1668 0.0192 0.0253 0.395
H -0.550547 0.378683 -2.079928 0.0705 -0.0559 0.1704 0.355
H 1.707820 1.075623 -0.183372 -0.0390 -0.1149 -0.0831 0.224
H 2.020525 0.091596 -1.650425 -0.1034 0.0099 0.1261 0.279
H -0.355739 -2.192989 -0.670906 0.0267 0.1643 0.0680 0.354



14
Properties=species:S:1:pos:R:3:forces:R:3:mulliken_charge:R:1 method="wB97M-V/def2-TZVPD" e_tot_ev=-7358.4348 e_lumo_ev=0.5 gap_ev=8.94
C -0.509147 1.023358 -0.601185 -0.0412 0.0624 0.0415 -0.476
C 0.835784 0.909634 0.163302 0.0127 0.0076 0.0557 -0.623
C 0.900664 -0.552616 0.626875 0.1518 -0.0499 -0.1801 0.028
O 0.006734 -0.885158 1.658234 -0.1590 0.1869 0.2606 -0.649
C -0.022358 -1.302190 -0.260742 -0.2800 0.0968 -0.1519 -0.355
C -1.066037 -0.406411 -0.549861 0.1279 -0.1159 -0.4076 -0.603
H -0.356560 1.353517 -1.635301 -0.0297 -0.0557 0.1625 0.292
H -1.195977 1.733913 -0.131778 0.1151 -0.1120 -0.0792 0.262
H 1.685590 1.133755 -0.492061 -0.1239 -0.0433 0.1071 0.316
H 0.887205 1.573098 1.031542 -0.0129 -0.0857 -0.1314 0.276
H 1.907876 -0.944489 0.798351 -0.1441 0.0567 -0.0469 0.412
H -0.031647 -2.383739 -0.331778 0.0077 0.1507 -0.0048 0.325
H -1.984106 -0.704950 -1.046343 0.1496 0.0432 0.0813 0.409
H -1.058021 -0.547724 0.770745 0.2260 -0.1420 0.2934 0.385